[1]
C29H27AsCl2N7NaO4 | ωB97M-V/def2-TZVPD

XYZ file:
```
71
Properties=species:S:1:pos:R:3:forces:R:3
Na -1.18518 -1.68777 0.13055 0.13 -0.17 -0.03
O -2.40675 1.92733 2.47004 0.00 -0.02 -0.01
C -2.19376 0.82767 1.90376 0.04 0.03 -0.02
N -1.85985 0.61090 0.64461 -0.01 0.03 0.10
C -1.73135 1.84690 -0.10397 -0.06 -0.01 0.01
C -1.91328 1.64955 -1.58515 -0.04 -0.04 0.03
C -2.91008 0.79278 -2.06084 0.05 0.04 0.11
C -3.11302 0.68209 -3.41908 0.00 -0.01 -0.09
C -2.29821 1.41051 -4.28106 -0.04 -0.01 -0.03
C -1.32839 2.22242 -3.72652 0.07 0.01 0.13
N -1.12892 2.35082 -2.40974 -0.06 0.02 -0.11
C -2.24975 -0.40513 2.80432 -0.02 -0.10 0.02
C -2.28060 -0.20260 4.18380 -0.01 0.04 -0.06
C -2.25805 -1.29811 5.02510 0.01 -0.03 0.02
C -2.20741 -2.57058 4.47303 -0.01 0.00 0.00
C -2.18932 -2.68288 3.09223 -0.02 -0.01 -0.02
N -2.21839 -1.63108 2.27767 0.02 0.19 0.02
H -0.75996 2.33614 0.05630 0.00 -0.01 0.02
H -2.47587 2.58286 0.23236 0.02 0.02 -0.02
H -3.48395 0.21701 -1.34856 -0.02 0.00 -0.02
H -3.88383 0.02751 -3.80567 0.00 0.00 0.01
H -2.40234 1.33516 -5.35585 0.00 0.00 0.00
H -0.65643 2.79130 -4.36335 0.00 0.00 -0.01
H -2.30804 0.81805 4.53706 0.00 -0.01 0.02
H -2.26592 -1.16615 6.10154 0.00 0.01 0.00
H -2.16671 -3.45849 5.09040 0.00 0.00 0.00
H -2.11956 -3.65036 2.60654 0.00 0.00 0.01
O 1.01850 -5.14028 1.85019 0.00 -0.03 0.00
C 0.65264 -4.03387 1.41361 0.00 0.05 -0.01
O -0.27957 -3.75737 0.63297 -0.04 0.06 -0.01
C 1.47545 -2.83299 1.95098 -0.01 -0.02 0.00
C 2.67954 -3.11270 2.65660 0.03 -0.01 0.02
C 3.41046 -2.09005 3.16886 0.00 0.00 0.00
C 2.93851 -0.76191 3.02495 -0.02 0.03 -0.02
C 3.61021 0.36379 3.55660 0.00 -0.02 0.00
C 3.08437 1.61761 3.41327 -0.01 0.02 0.00
C 1.86311 1.80130 2.72819 0.02 0.01 0.01
C 1.20427 0.73224 2.18874 0.00 -0.02 -0.01
C 1.72734 -0.57695 2.32213 0.02 0.03 0.01
N 1.03045 -1.61598 1.77101 -0.01 -0.02 -0.01
H 2.95953 -4.15133 2.75566 0.00 0.00 0.00
H 4.34112 -2.26734 3.69938 0.00 -0.01 0.00
H 4.54484 0.21133 4.08679 0.00 0.00 0.00
H 3.60175 2.47517 3.82767 0.00 0.00 0.00
H 1.44711 2.79478 2.62037 -0.01 0.00 -0.01
H 0.27426 0.84796 1.64597 -0.02 0.00 0.00
Cl 1.70188 -0.02495 -4.55071 -0.02 -0.02 0.01
C 0.52493 -0.90261 -3.52780 0.05 0.06 0.03
Cl 1.31284 -1.86416 -2.27625 -0.03 0.02 -0.01
H -0.04820 -1.56426 -4.16113 0.00 -0.02 0.00
H -0.10846 -0.16328 -3.05042 -0.01 0.01 -0.01
C 4.08250 3.26730 -0.48460 0.02 -0.02 -0.02
As 2.11528 3.28969 -0.61833 0.01 0.05 0.01
C 1.93414 1.39210 -1.04020 -0.02 -0.04 0.00
C 2.03156 3.96017 -2.46332 -0.03 -0.02 0.00
H 4.51172 2.75423 -1.34744 0.02 0.00 0.01
H 4.37319 2.73966 0.42471 -0.01 0.00 0.00
H 4.47263 4.28507 -0.43846 -0.01 0.00 0.00
H 2.45256 1.15551 -1.96927 0.01 0.00 0.00
H 0.87854 1.14469 -1.14283 0.03 0.00 0.00
H 2.35088 0.79852 -0.22815 0.01 -0.01 0.00
H 2.66501 3.35905 -3.11797 0.00 0.01 -0.01
H 2.35035 5.00293 -2.49894 0.00 0.00 0.00
H 0.99542 3.88537 -2.79207 0.01 0.00 0.00
O -2.41742 -2.19367 -1.81606 0.00 -0.03 -0.15
N -2.04271 -2.45774 -2.97814 -0.05 -0.03 0.12
C -2.99647 -2.69901 -3.88788 -0.04 -0.02 -0.05
C -2.57335 -2.96210 -5.22002 0.02 0.01 0.02
N -2.23878 -3.16357 -6.30646 -0.01 0.00 0.00
C -4.39233 -2.64498 -3.59942 0.03 0.03 0.03
N -5.52470 -2.57322 -3.39227 0.00 -0.01 -0.01
```
Forces are in eV/Å.

## Properties
HOMO-LUMO gap   7.00 eV
Total charge   -2

Here are the Löwdin charges for atoms 1 to 8, given in e: Na 0.272; O -0.063; C -0.550; N 0.021; C -0.202; C -0.266; C -0.022; C -0.071

=====

[2]
C20H33N3O4 | ωB97M-V/def2-TZVPD

XYZ file:
```
60
Properties=species:S:1:pos:R:3:forces:R:3
C 4.85281 4.22278 5.33770 -0.20 -0.14 -0.35
C 4.35345 4.34612 3.90522 0.06 0.47 0.28
O 3.81945 3.11591 3.42310 -0.17 -0.30 -0.09
C 2.54719 2.84037 3.80509 0.21 -0.05 0.06
O 1.86411 3.59765 4.45533 -0.11 0.38 0.16
N 2.14527 1.61509 3.39901 0.07 -0.15 0.01
C 2.89179 0.76987 2.49597 0.28 0.08 -0.34
C 2.22361 0.75047 1.11959 -0.13 -0.28 0.29
C 0.77238 0.27391 1.25846 0.18 0.32 -0.02
N 0.15247 0.09802 -0.04502 -0.05 -0.10 0.01
C -0.16326 1.30930 -0.77571 0.08 0.05 -0.28
C -0.51685 0.94882 -2.21699 0.01 0.20 0.18
N -1.61937 0.00924 -2.23861 -0.06 0.11 -0.05
C -2.10817 -0.21765 -3.59273 0.07 -0.14 0.06
C -3.22424 -1.20370 -3.62575 -0.59 0.74 0.16
C -4.54048 -1.09773 -3.29267 0.67 0.07 -0.18
C -5.10838 -2.37974 -3.50073 0.37 -0.42 -0.16
C -4.09989 -3.17972 -3.94634 -0.84 -0.16 0.19
C -4.07073 -4.61472 -4.33453 0.28 0.28 -0.01
O -2.95186 -2.46949 -4.02423 0.29 -0.23 -0.12
C -1.34042 -1.19162 -1.46269 0.13 -0.22 0.25
C -0.21625 -2.08009 -2.02950 -0.34 -0.11 0.23
C -0.14230 -3.46018 -1.37691 0.03 0.02 -0.63
O 0.37548 -3.45101 -0.06634 0.29 0.04 0.51
C -1.02620 -0.74782 -0.03177 -0.20 -0.17 -0.04
C 0.03645 1.21033 2.23242 0.15 -0.37 0.02
C 0.76306 1.22560 3.57695 -0.33 0.28 0.09
H 5.58809 3.42508 5.41403 0.10 -0.03 0.03
H 5.30839 5.15916 5.64705 0.07 0.10 0.07
H 4.01823 4.00063 5.99785 -0.02 0.02 0.08
H 3.58013 5.11888 3.84343 0.17 -0.10 -0.07
H 5.17159 4.58233 3.22093 -0.12 -0.01 0.06
H 3.91319 1.14077 2.42641 -0.10 -0.16 0.04
H 2.90839 -0.24397 2.91359 0.06 0.03 -0.03
H 2.76914 0.08692 0.44815 0.00 -0.03 -0.07
H 2.25301 1.75833 0.70421 0.04 0.07 -0.05
H 0.79690 -0.72732 1.70962 0.01 0.03 0.01
H -1.02394 1.83834 -0.33349 0.06 0.03 0.00
H 0.69924 1.97674 -0.77883 -0.03 0.05 0.01
H 0.37780 0.55588 -2.72890 -0.01 0.05 0.01
H -0.83333 1.85419 -2.74300 0.05 -0.02 -0.02
H -2.47125 0.74731 -3.96196 0.08 -0.12 -0.07
H -1.31359 -0.56682 -4.27519 -0.08 0.07 0.00
H -5.04012 -0.21857 -2.94225 -0.04 0.26 0.08
H -6.12844 -2.66414 -3.34135 -0.20 -0.15 0.00
H -3.76497 -4.72259 -5.37464 -0.01 -0.08 -0.07
H -5.05835 -5.04725 -4.20757 -0.04 -0.03 0.01
H -3.35858 -5.16152 -3.71737 0.01 -0.11 0.02
H -2.26713 -1.77629 -1.44036 0.06 0.00 0.03
H 0.74066 -1.57066 -1.89545 0.06 -0.04 -0.12
H -0.39013 -2.23072 -3.09575 0.09 -0.01 -0.07
H 0.47253 -4.12035 -2.00882 -0.18 0.05 0.05
H -1.14004 -3.89888 -1.29579 0.02 -0.01 -0.07
H 1.20288 -2.95586 -0.07643 -0.05 -0.04 0.01
H -1.90781 -0.21629 0.36337 0.00 -0.02 -0.01
H -0.83901 -1.62710 0.58414 -0.01 0.08 -0.01
H -0.99029 0.87265 2.37774 -0.09 0.04 0.00
H 0.01625 2.22412 1.82952 -0.05 0.07 -0.01
H 0.30275 1.93990 4.26112 0.05 -0.19 -0.03
H 0.73863 0.22709 4.02769 -0.03 0.03 0.01
```
Forces are in eV/Å.

## Properties
Structure (SMILES)   CCOC(=O)N1CCC(N2CCN(Cc3ccc(C)o3)[C@@H](CCO)C2)CC1
HOMO-LUMO gap   9.04 eV

Here are the Löwdin charges for atoms 1 to 8, given in e: C -0.063; C -0.223; O -0.017; C -0.537; O 0.087; N -0.038; C -0.133; C -0.111

=====

[3]
C3H6INS | ωB97M-V/def2-TZVPD

XYZ file:
```
12
Properties=species:S:1:pos:R:3:forces:R:3
C -1.21857 0.51906 -2.27975 0.16 -0.30 1.34
C -0.33962 -0.00216 -1.44432 -2.97 -0.34 0.52
S -0.96023 -0.78809 0.03768 1.84 0.96 -0.15
N 0.57138 -0.87495 0.86561 -0.96 1.87 1.30
C 0.78453 0.09877 2.21782 -3.43 0.18 -5.97
I 2.07338 1.66446 1.50664 -0.32 -0.26 0.43
H -0.98884 0.77564 -3.24176 1.02 0.76 -2.31
H -2.22910 0.68219 -2.05885 -1.37 0.02 0.68
H 0.62936 -0.15770 -1.76514 2.07 -0.47 -0.04
H 0.66120 -1.86613 0.98768 0.61 -0.30 1.05
H 1.29650 -0.56609 2.78281 1.18 -1.33 2.68
H -0.27998 0.51500 2.39156 2.17 -0.80 0.48
```
Forces are in eV/Å.

## Properties
Structure (SMILES)   C=CSNCI
HOMO-LUMO gap   8.84 eV

Here are the Löwdin charges for atoms 1 to 8, given in e: C -0.084; C -0.475; S 0.829; N -0.489; C -0.612; I 0.694; H 0.023; H 0.034

=====

Q: Among the records above, which one has the highest HOMO-LUMO gap?
A: C20H33N3O4

=====

Q: The highest HOMO-LUMO gap belongs to which entry?
A: C20H33N3O4

=====

Q: The highest HOMO-LUMO gap belongs to which entry?
A: C20H33N3O4

=====

Q: The highest HOMO-LUMO gap belongs to which entry?
A: C20H33N3O4